[1]
113
Properties=species:S:1:pos:R:3:forces:R:3 method="wB97M-V/def2-TZVPD" homo_lumo_gap_ev="9.4 / 2.8" multiplicity=2 charge=+1
S 3.468 4.058 4.981 1.9 0.6 -1.2
S -4.332 -0.266 -2.627 -1.3 0.1 -3.0
S 2.174 -0.157 -5.134 0.4 -2.0 -1.5
S 2.098 -4.209 -2.872 2.6 1.0 1.8
S -3.788 0.667 6.289 -1.3 1.8 0.2
S -3.287 -3.507 2.995 -1.9 1.9 0.4
O -4.553 -0.555 6.510 0.2 0.3 0.3
O -0.351 0.382 -0.117 -1.9 -0.4 -1.0
O 1.551 -3.937 -4.176 0.0 -0.4 0.1
O -0.692 4.566 2.455 -1.4 -0.8 -0.5
O 3.176 -0.286 -4.098 -0.2 0.7 0.6
O 1.669 -5.340 -2.058 -0.1 1.2 -0.7
O -4.163 1.096 -2.176 0.8 -0.1 0.8
O -4.419 1.976 6.139 1.1 -2.0 0.2
O -4.573 -1.380 -1.720 0.8 0.9 -0.5
O -4.766 -3.393 2.935 2.3 -0.7 0.2
O 2.676 4.535 6.101 0.0 -0.3 -0.7
O 4.264 5.042 4.173 -1.8 -2.2 1.6
O 1.517 1.151 0.665 0.4 1.9 -0.1
O 0.765 -0.361 -4.816 1.0 0.5 0.0
O -2.655 -3.549 4.326 -0.3 0.3 -1.4
O 0.495 -0.394 1.836 -1.0 0.7 -1.1
C 2.171 -2.586 -1.939 -0.4 -0.1 0.8
C -2.786 0.194 4.828 0.8 -0.5 -1.6
C -2.679 -2.039 1.970 0.6 -1.2 -0.1
C 4.575 2.712 5.562 -0.3 0.3 -0.7
C -5.264 -0.607 -5.244 -0.2 -1.3 2.0
C 3.185 1.638 3.675 -0.3 -1.4 -1.1
C 0.491 0.349 0.863 2.0 -1.6 2.6
C -3.055 -0.646 -4.001 -1.5 -1.6 0.1
C -1.948 -2.701 0.770 -0.6 -0.4 -0.3
C -1.571 -4.176 1.093 1.5 0.2 0.3
C 2.442 1.304 -6.134 0.2 0.2 0.7
C -2.320 0.782 7.414 1.3 0.5 0.7
C -1.667 4.886 0.386 0.8 0.7 -1.3
C 3.608 -2.317 -1.290 -1.7 1.7 -1.1
C 2.779 -1.327 -6.411 -0.4 0.3 -1.3
C 3.944 -4.187 -2.859 0.8 1.1 -1.2
C 1.281 2.062 -0.461 -0.2 -2.9 -1.3
C 3.742 -0.515 -7.387 -0.2 -1.7 2.5
C 2.511 2.915 3.806 -0.4 3.5 0.9
C 4.117 1.440 4.813 1.3 -0.9 2.4
C -1.355 0.653 5.099 -0.8 -0.3 0.5
C 2.519 1.831 -1.390 -0.6 2.0 0.4
C -5.770 -0.136 -3.817 0.6 -0.2 -0.8
C -0.045 1.423 -1.034 0.1 1.1 -0.5
C 3.164 0.859 -7.427 -0.8 1.1 -0.9
C -1.664 4.315 1.746 0.4 -0.7 1.7
C -3.781 -0.253 -5.332 0.0 2.0 0.5
C -2.913 3.543 2.297 0.9 0.1 0.0
C 4.476 -3.459 -1.603 0.2 -3.6 1.3
C -1.086 0.314 6.584 -1.2 -0.2 -1.3
C -2.631 -4.831 1.950 -1.6 0.9 -0.1
H 2.572 3.548 2.921 -0.8 -0.2 -0.1
H 3.381 2.226 -0.852 0.2 -0.4 0.0
H -0.881 2.120 -1.086 0.0 0.2 0.6
H 2.460 2.482 -2.263 -0.3 0.1 -0.1
H 2.409 0.878 3.766 0.1 -0.3 -0.4
H -1.120 -0.775 6.583 0.3 -0.1 0.3
H 4.424 -5.124 -3.139 -0.3 -0.1 0.4
H -1.158 -2.087 0.337 0.5 -0.2 0.8
H -1.375 -4.727 0.173 -0.4 0.0 0.0
H -2.265 4.485 -0.433 -0.4 -0.1 0.5
H 4.946 0.754 4.640 0.2 0.4 -0.5
H -3.515 -5.023 1.343 0.0 -0.4 0.0
H -1.776 5.967 0.480 -0.8 0.1 0.1
H 2.683 0.834 -1.798 -0.3 -0.2 0.6
H -0.027 1.069 -2.064 0.7 -0.6 0.2
H 4.723 -0.543 -6.912 0.1 0.4 0.0
H -3.295 2.696 1.728 0.0 0.5 -0.9
H 3.153 -2.191 -5.862 0.2 0.1 -0.2
H -3.677 4.307 2.444 -0.3 -0.2 -0.1
H -2.024 -1.466 2.627 0.3 -0.2 -0.1
H -3.465 -0.553 -6.332 0.9 -0.7 0.5
H -2.345 1.843 7.661 0.0 0.1 -0.2
H -0.635 4.911 0.037 0.2 -0.5 0.0
H -2.588 -2.756 -0.111 -0.8 0.1 0.3
H 1.013 3.054 -0.097 0.9 0.1 0.0
H 3.939 1.487 -7.867 -0.2 0.7 0.6
H -3.672 0.830 -5.389 -0.3 0.3 -0.1
H -2.892 -0.890 4.790 -0.1 -0.1 0.1
H -0.818 -0.052 4.464 0.5 0.2 -0.2
H 4.407 2.614 6.635 0.2 0.1 -0.1
H 3.564 -1.935 -0.270 -0.3 -0.9 0.4
H 5.545 -3.270 -1.503 0.1 0.4 -1.2
H 3.591 1.517 2.671 0.4 0.0 0.2
H -0.626 -4.262 1.629 0.2 0.4 0.1
H -5.846 -0.308 -6.116 0.0 0.7 0.4
H -3.499 -1.397 1.651 -0.3 -0.4 0.2
H -6.540 -0.684 -3.274 -0.2 -0.3 -0.6
H -0.099 0.630 6.923 -0.3 0.3 0.4
H -2.433 -5.660 2.629 0.4 0.0 -0.3
H -2.727 3.045 3.249 0.5 0.7 0.4
H 1.841 -1.797 -2.615 0.3 -0.2 -0.2
H 3.591 0.866 5.576 -0.3 0.0 0.1
H -5.364 -1.692 -5.274 0.2 -0.3 0.0
H -2.079 -0.298 -3.662 -0.2 0.5 -0.6
H 1.423 1.641 -6.321 0.2 0.3 -0.2
H -1.258 1.662 4.699 0.4 0.1 0.6
H 1.941 -1.651 -7.029 -0.3 -0.1 0.3
H 4.182 -3.478 -3.652 -0.3 -0.1 -0.6
H -3.018 -1.734 -4.050 0.2 -0.2 0.5
H 2.331 0.918 -8.127 0.2 -0.4 -0.5
H 4.082 -1.448 -1.746 -0.5 0.2 -0.7
H 5.595 3.029 5.346 -0.1 0.0 0.0
H 3.907 -0.939 -8.378 -0.5 -0.2 0.1
H -6.091 0.895 -3.965 0.3 0.1 0.7
H 1.365 -2.684 -1.211 0.1 0.0 0.4
H 2.956 2.009 -5.481 0.1 0.1 -0.2
H 1.533 2.849 4.283 -0.1 0.3 -0.4
H 4.448 -4.229 -0.831 -0.6 -0.1 0.5
H -2.446 0.243 8.353 -0.4 -0.3 -0.3
H -3.193 0.667 3.934 -0.5 0.0 0.2

[2]
115
Properties=species:S:1:pos:R:3:forces:R:3 method="wB97M-V/def2-TZVPD" homo_lumo_gap_ev=6.3 charge=+1
I -4.213 -1.679 -4.382 -0.1 -0.2 0.5
Br 5.899 0.433 3.295 0.1 0.0 0.0
Br 2.347 9.832 0.258 0.1 0.0 0.0
Br 0.915 5.422 4.775 -0.1 0.0 -0.1
Br -0.675 0.748 -4.924 -0.1 -0.1 0.0
Br 2.320 -3.089 0.335 -0.9 -3.8 -1.0
Br 4.789 7.703 2.002 0.0 0.0 0.0
Br 5.380 1.537 -2.258 0.1 0.1 -0.1
Br 0.329 1.520 5.000 -0.1 -0.1 0.0
Br 10.906 -1.824 -3.283 0.0 0.0 -0.1
Br -11.060 -3.071 2.070 0.1 0.0 -0.1
Br 9.760 1.496 -4.436 0.2 0.0 -0.1
Br -0.028 -0.029 8.329 0.1 0.0 -0.1
Br 1.212 2.658 0.224 0.0 0.0 0.1
Br 6.483 -1.775 -1.103 -0.1 0.0 0.0
Br -0.868 -4.781 1.044 3.4 0.8 3.9
Br -2.993 3.050 -6.625 0.1 0.0 0.0
Br 4.403 3.793 3.377 0.0 0.0 0.0
Br -10.662 -1.550 -1.264 0.0 0.0 0.0
Br 2.373 -0.667 1.338 1.1 6.0 0.9
Br -0.343 8.681 3.579 0.0 0.0 0.1
O -1.707 -3.717 -1.510 -0.7 0.0 -0.1
N -4.609 -3.521 -1.932 -0.2 0.2 -0.4
C 1.488 8.064 3.824 -0.1 0.2 -0.2
C -7.656 -5.136 -1.598 0.1 -0.1 1.2
C 3.865 8.842 -0.455 -0.3 0.1 -0.1
C 3.106 0.519 -0.023 0.2 -0.1 0.5
C -1.533 1.990 -7.357 -0.3 0.1 -0.1
C 3.025 1.962 0.402 -0.1 0.1 -0.3
C -3.541 -3.034 -2.864 1.0 0.0 0.1
C -5.283 -2.453 -1.106 -1.9 0.9 1.1
C 7.256 -0.611 -2.463 0.1 -0.2 0.2
C -6.836 -2.649 -1.280 0.6 -0.6 -0.1
C 0.016 2.350 6.735 0.2 0.1 -0.2
C -1.461 0.636 -6.703 0.3 -0.1 0.0
C 3.921 2.186 4.365 0.0 0.3 0.2
C 0.462 -4.057 2.299 0.2 -0.3 0.3
C -2.356 -2.541 -2.000 0.2 -0.1 -0.4
C -7.390 -3.947 -0.608 -1.1 0.2 -0.3
C 11.569 0.799 -4.227 0.0 0.2 -0.2
C 7.185 0.832 -2.048 0.0 0.2 -0.2
C -10.155 -1.429 1.552 -0.2 -0.1 0.3
C 0.796 1.661 7.823 -0.2 -0.1 0.2
C -2.567 -4.489 -0.681 -0.4 -0.5 1.6
C 4.012 7.508 0.227 0.3 -0.1 0.0
C -4.031 -4.687 -1.193 0.9 -1.6 -0.4
C -1.924 -5.985 -0.567 -1.7 -0.3 -0.7
C -10.909 -0.699 0.471 0.2 0.1 -0.2
C 1.019 -2.756 1.780 -0.2 -1.7 -0.3
C 5.140 1.414 4.794 0.0 -0.3 -0.1
C 11.657 -0.647 -4.640 0.1 -0.1 0.2
C -2.709 -7.116 -0.264 -0.1 0.3 0.0
C -4.931 -2.421 0.402 0.2 0.5 0.1
C 1.641 6.621 3.424 0.2 -0.1 0.1
H 7.470 0.995 -1.012 0.0 -0.1 0.0
H -2.566 -4.051 0.389 -1.3 0.0 -2.2
H 2.091 8.702 3.180 0.0 -0.1 0.0
H 3.067 6.985 0.349 0.0 0.1 0.0
H 3.325 2.122 1.432 0.0 -0.1 -0.1
H 4.144 0.213 -0.136 0.0 0.0 0.0
H -0.080 -3.901 3.232 0.0 0.0 -0.1
H 8.292 -0.929 -2.558 0.0 0.1 0.0
H -3.073 -7.744 -1.100 2.0 -0.9 0.6
H -5.343 -3.906 -2.541 0.1 0.1 0.3
H 2.693 6.356 3.349 0.0 0.0 0.0
H 11.132 -0.858 -5.568 0.0 0.1 0.0
H 2.569 0.312 -0.946 0.0 0.0 0.1
H 1.821 1.441 7.539 -0.1 0.0 -0.1
H -8.375 -3.677 -0.170 0.6 -0.1 -0.2
H -2.433 0.164 -6.592 0.0 0.1 0.0
H -6.818 -5.858 -1.499 -0.4 0.3 -0.6
H -2.952 -7.466 0.751 -1.4 1.2 -0.4
H -10.520 0.311 0.350 0.0 0.0 0.0
H -0.802 -0.025 -7.264 0.0 0.1 0.0
H -7.084 -2.727 -2.365 0.3 0.3 0.5
H -10.112 -0.827 2.459 0.0 0.0 -0.1
H -4.006 -5.533 -1.914 -0.1 0.7 0.2
H -1.653 -1.969 -2.636 -0.2 -0.6 0.4
H 4.872 0.654 5.527 -0.1 0.0 0.0
H 3.367 2.544 5.231 0.0 0.0 0.0
H 1.566 -2.250 2.571 -0.1 -0.4 0.3
H -9.146 -1.704 1.255 0.0 0.1 -0.1
H 11.856 0.966 -3.193 0.0 -0.1 0.0
H -5.616 -1.679 0.865 0.3 -0.4 -0.3
H 5.929 2.041 5.201 -0.1 0.0 -0.1
H 6.730 -0.815 -3.392 0.0 0.1 0.0
H 4.739 9.477 -0.346 0.0 -0.1 0.0
H -3.914 -2.033 0.614 -0.5 -0.4 -0.2
H 1.141 6.381 2.489 0.0 0.1 0.1
H 0.255 -2.094 1.386 0.0 -0.1 0.0
H -1.758 1.890 -8.418 0.0 -0.1 0.0
H 12.186 1.418 -4.877 0.0 -0.1 0.0
H 3.255 1.609 3.728 0.0 0.0 0.1
H 4.707 6.872 -0.320 0.0 0.1 0.0
H -1.057 2.337 6.903 0.1 -0.1 0.1
H 1.749 8.250 4.862 0.0 -0.1 0.0
H 1.219 -4.822 2.450 0.0 0.1 0.0
H 12.697 -0.953 -4.737 0.0 0.1 0.0
H -5.094 -1.429 -1.490 0.5 -0.9 -0.3
H -6.786 -4.334 0.229 -0.2 0.4 -0.3
H -7.341 -1.730 -0.932 0.3 -0.5 0.0
H -8.543 -5.679 -1.216 0.5 0.2 -0.5
H 3.633 2.587 -0.249 0.0 -0.1 0.0
H 3.646 8.708 -1.513 0.0 -0.1 0.0
H -0.840 -6.183 -0.750 -1.0 0.3 -2.6
H -3.177 -3.939 -3.389 -0.2 0.6 0.1
H 7.810 1.446 -2.695 -0.1 -0.1 0.1
H -11.979 -0.653 0.650 0.1 -0.1 0.1
H 0.794 2.262 8.731 0.0 0.0 -0.1
H -2.640 -1.879 -1.159 -0.2 -0.2 -0.5
H -4.668 -5.056 -0.370 0.2 0.6 -0.4
H -7.847 -4.825 -2.639 0.2 -0.2 0.4
H 0.349 3.380 6.620 0.0 0.0 0.1
H -5.090 -3.363 0.949 0.2 0.3 -0.4
H -0.625 2.573 -7.236 0.0 -0.1 0.0